No. 1
{"formula": "C57H50CeN4O2P2", "method": "ωB97M-V with the def2-TZVPD basis set", "symbols": ["Ce", "O", "C", "N", "C", "C", "C", "C", "C", "C", "N", "C", "C", "C", "C", "C", "N", "H", "H", "H", "H", "H", "H", "H", "H", "H", "H", "C", "C", "C", "C", "C", "C", "C", "C", "P", "C", "C", "C", "C", "C", "C", "C", "C", "C", "C", "C", "C", "C", "O", "C", "C", "C", "C", "C", "C", "P", "C", "C", "C", "C", "C", "C", "C", "C", "C", "C", "C", "C", "H", "H", "H", "H", "H", "H", "H", "H", "H", "H", "H", "H", "H", "H", "H", "H", "H", "H", "H", "H", "H", "H", "H", "H", "H", "H", "H", "H", "H", "H", "H", "H", "C", "H", "H", "H", "C", "C", "C", "N", "C", "C", "H", "H", "H", "H", "H"], "positions_angstrom": [[-18.408, -2.569, -8.529], [-16.956, -4.694, -4.657], [-17.582, -4.112, -5.554], [-17.048, -3.379, -6.579], [-15.595, -3.446, -6.472], [-14.977, -2.785, -7.661], [-13.559, -2.535, -7.883], [-12.689, -2.811, -9.165], [-13.548, -1.675, -9.132], [-14.911, -2.018, -9.792], [-15.789, -2.352, -8.616], [-19.057, -4.248, -5.508], [-19.611, -4.940, -4.411], [-20.988, -5.125, -4.366], [-21.771, -4.596, -5.421], [-21.142, -3.943, -6.472], [-19.790, -3.742, -6.515], [-15.265, -4.501, -6.337], [-15.276, -2.910, -5.544], [-12.850, -2.298, -7.072], [-11.645, -2.629, -8.885], [-13.077, -0.709, -8.952], [-15.336, -1.355, -10.551], [-18.912, -5.300, -3.662], [-21.438, -5.632, -3.522], [-22.854, -4.693, -5.433], [-21.711, -3.519, -7.293], [-21.333, -0.314, -14.748], [-19.914, -0.022, -14.137], [-19.131, 0.895, -15.123], [-20.109, 0.689, -12.821], [-20.770, 1.926, -12.838], [-21.124, 2.544, -11.641], [-20.823, 1.932, -10.425], [-20.131, 0.704, -10.366], [-19.910, 0.057, -8.723], [-21.595, -0.239, -8.207], [-21.754, -0.844, -6.949], [-23.035, -1.107, -6.429], [-24.179, -0.774, -7.156], [-24.003, -0.213, -8.440], [-22.741, 0.018, -8.999], [-19.525, 1.594, -7.831], [-18.730, 2.571, -8.489], [-18.363, 3.749, -7.851], [-18.824, 4.027, -6.555], [-19.630, 3.081, -5.929], [-19.990, 1.866, -6.544], [-19.736, 0.108, -11.597], [-18.956, -1.053, -11.552], [-18.670, -1.752, -12.739], [-17.853, -2.906, -12.659], [-17.508, -3.575, -13.844], [-18.076, -3.183, -15.066], [-18.894, -2.068, -15.127], [-19.162, -1.318, -13.969], [-17.235, -3.666, -11.166], [-15.467, -3.969, -11.371], [-14.628, -3.422, -10.316], [-13.103, -3.519, -10.464], [-12.783, -4.929, -10.818], [-13.613, -5.578, -11.686], [-14.901, -5.044, -12.039], [-17.798, -5.383, -11.244], [-18.683, -5.887, -12.218], [-18.834, -7.276, -12.358], [-18.165, -8.160, -11.492], [-17.367, -7.650, -10.461], [-17.212, -6.272, -10.326], [-21.924, 0.611, -14.838], [-21.890, -0.982, -14.086], [-21.257, -0.775, -15.736], [-19.646, 1.845, -15.278], [-18.990, 0.424, -16.103], [-18.137, 1.116, -14.706], [-21.045, 2.358, -13.788], [-21.641, 3.492, -11.637], [-21.201, 2.360, -9.505], [-20.867, -1.070, -6.350], [-23.106, -1.562, -5.450], [-25.172, -0.939, -6.758], [-24.873, 0.037, -9.031], [-22.667, 0.392, -10.018], [-18.400, 2.404, -9.505], [-17.707, 4.450, -8.361], [-18.573, 4.953, -6.056], [-20.009, 3.241, -4.921], [-20.647, 1.180, -6.019], [-16.886, -4.448, -13.815], [-17.839, -3.754, -15.967], [-19.284, -1.744, -16.078], [-14.736, -4.158, -9.489], [-12.817, -2.847, -11.309], [-11.868, -5.380, -10.457], [-13.288, -6.506, -12.142], [-15.469, -5.573, -12.806], [-19.246, -5.221, -12.865], [-19.451, -7.679, -13.141], [-18.293, -9.233, -11.601], [-16.856, -8.302, -9.765], [-16.538, -5.883, -9.566], [-20.426, -3.397, -9.833], [-20.568, -4.419, -9.475], [-20.233, -3.346, -10.903], [-21.230, -2.723, -9.528], [-15.002, 1.553, -7.365], [-15.268, 1.483, -8.753], [-16.329, 0.696, -9.220], [-17.133, 0.004, -8.364], [-16.928, 0.134, -7.031], [-15.865, 0.863, -6.494], [-14.161, 2.112, -6.976], [-14.658, 2.026, -9.469], [-16.529, 0.616, -10.291], [-17.636, -0.381, -6.365], [-15.739, 0.888, -5.424]], "atomic_forces_ev_per_a": [[0.76, 0.31, 0.43], [0.09, 0.41, -0.56], [1.10, 0.22, -0.04], [-0.56, -1.06, 0.87], [-0.09, 0.63, 0.35], [-2.48, 0.21, -1.12], [1.00, -0.07, -0.41], [0.90, -1.20, -0.89], [-0.08, 3.01, 1.15], [0.52, -0.84, 1.82], [1.41, -0.43, 1.24], [-1.27, -0.14, 0.06], [-0.27, 0.27, -0.67], [0.16, 0.69, -0.68], [0.54, -0.24, 0.28], [0.86, 0.10, 0.37], [-0.80, -0.43, 0.33], [0.14, 0.62, -0.21], [0.12, -0.40, -0.47], [-0.93, -0.15, -0.21], [-0.30, -0.39, -0.52], [-0.69, 0.25, -0.70], [0.08, 0.04, 0.44], [-0.25, 0.01, -0.09], [-0.09, -0.02, -0.11], [0.21, -0.05, 0.03], [0.08, -0.17, 0.04], [0.21, 0.24, 0.39], [-0.54, 0.28, -0.91], [0.25, -0.09, 0.31], [-0.10, 0.07, 0.27], [0.13, -0.55, 1.06], [0.28, -0.22, 0.13], [-0.14, -0.48, -0.99], [0.00, 0.63, -1.75], [-0.09, -0.48, 0.43], [-1.41, -0.41, -0.03], [-0.65, 0.36, -0.15], [0.30, 0.26, -0.32], [1.04, 0.36, -0.70], [0.12, -0.27, 0.21], [-0.13, -0.34, 1.17], [0.29, 1.09, -0.09], [-0.11, -0.18, 0.88], [-0.13, -0.10, 0.21], [-0.17, -0.75, -0.32], [-0.22, -0.36, 0.21], [0.55, 0.67, -0.29], [-0.11, 0.22, 0.23], [-0.09, -0.04, -0.27], [-0.05, 0.08, 0.16], [-0.02, 0.21, -1.04], [-1.32, 1.01, -0.56], [0.53, -0.33, 0.17], [0.48, -0.22, 0.88], [0.17, -0.14, -0.23], [-0.42, 0.09, 0.79], [1.19, -1.92, -1.76], [1.52, -0.46, 0.33], [-0.85, -0.08, -0.08], [-0.52, -0.59, -0.71], [1.42, 0.60, 0.90], [-1.54, 1.57, -0.10], [-0.75, -0.92, -0.39], [0.36, -0.51, 0.47], [0.55, 0.11, 0.85], [-0.15, 0.60, -0.08], [-0.35, 0.36, -0.18], [0.00, -0.06, -0.56], [0.31, -0.27, -0.05], [0.07, -0.03, -0.08], [0.03, 0.05, 0.11], [0.01, -0.13, -0.01], [-0.10, 0.06, 0.25], [-0.23, -0.05, -0.15], [-0.01, 0.10, 0.03], [-0.08, 0.05, -0.07], [0.17, 0.12, -0.10], [-0.31, -0.08, -0.14], [-0.09, -0.01, 0.04], [0.08, -0.02, -0.03], [-0.09, -0.05, -0.01], [0.01, -0.05, 0.33], [0.02, -0.02, 0.08], [-0.19, -0.04, 0.03], [0.04, -0.04, -0.01], [0.11, 0.20, -0.20], [0.14, 0.10, -0.06], [0.20, -0.15, 0.05], [-0.12, 0.23, 0.25], [-0.09, 0.02, -0.06], [-0.41, 0.33, -0.04], [0.35, -0.32, 0.42], [0.13, -0.05, -0.25], [-0.20, -0.11, 0.22], [0.07, -0.03, 0.37], [0.23, -0.08, 0.02], [-0.23, -0.01, -0.13], [0.06, 0.17, -0.05], [-0.09, -0.08, -0.06], [-0.05, -0.06, 0.02], [1.20, 0.30, 0.57], [-0.36, -0.09, -0.24], [-0.39, -0.17, -0.16], [-0.29, -0.16, -0.17], [-1.04, -0.76, -0.62], [-0.14, -0.16, 0.59], [-0.01, -0.22, 1.56], [1.08, 0.54, -0.04], [0.36, 0.17, -0.90], [-0.02, 0.17, -0.79], [-0.05, 0.06, -0.08], [-0.04, -0.07, 0.14], [-0.10, -0.08, 0.34], [0.31, 0.14, -0.32], [0.08, 0.08, 0.09]], "spin_multiplicity": 2, "lumo_energy_ev": [-2.28, -2.28], "charge": 1, "homo_energy_ev": [-9.45, -9.43], "s2": 0.75}

***

No. 2
{"formula": "C18H23ClO6S5Ti", "method": "ωB97M-V with the def2-TZVPD basis set", "symbols": ["Ti", "C", "C", "S", "C", "C", "S", "C", "C", "S", "C", "C", "S", "H", "H", "H", "H", "H", "H", "H", "H", "H", "H", "H", "H", "H", "H", "H", "H", "O", "C", "O", "C", "O", "O", "Cl", "C", "H", "H", "O", "C", "O", "C", "C", "C", "C", "S", "C", "C", "H", "H", "H", "H", "H"], "positions_angstrom": [[-1.122, 2.077, -0.751], [-1.086, 4.974, -2.555], [0.108, 4.958, -3.512], [0.138, 3.391, -4.428], [1.899, 3.010, -4.641], [2.526, 2.158, -3.542], [2.862, 3.156, -2.067], [2.627, 1.958, -0.717], [2.002, 2.636, 0.515], [0.416, 1.907, 1.050], [-1.021, 4.506, 3.307], [-1.474, 5.392, 2.437], [-0.692, 4.387, -0.874], [-1.920, 4.396, -2.957], [-1.432, 6.003, -2.436], [1.035, 5.060, -2.952], [0.026, 5.779, -4.228], [2.452, 3.940, -4.794], [1.944, 2.454, -5.579], [3.455, 1.718, -3.914], [1.847, 1.351, -3.271], [3.589, 1.511, -0.465], [1.976, 1.171, -1.091], [1.836, 3.697, 0.322], [2.678, 2.551, 1.366], [-0.002, 4.538, 3.673], [-1.633, 3.679, 3.645], [-0.845, 6.185, 2.052], [-2.473, 5.317, 2.025], [-2.969, 0.933, -4.104], [-2.215, 1.194, -3.205], [-2.456, 1.965, -2.170], [-0.772, 0.607, -3.115], [-0.259, -0.063, -3.967], [-0.206, 0.945, -1.964], [-3.573, 2.495, 0.800], [-2.390, 1.136, 0.638], [-2.923, 0.288, 0.211], [-2.016, 0.902, 1.629], [0.805, -10.420, 4.320], [-0.070, -9.415, 4.656], [-0.786, -9.601, 5.613], [-0.056, -8.219, 3.814], [-1.002, -7.209, 4.057], [-1.051, -6.066, 3.300], [-0.152, -5.823, 2.222], [-0.205, -4.413, 1.272], [0.806, -6.853, 2.000], [0.848, -7.995, 2.760], [1.274, -10.157, 3.521], [-1.704, -7.360, 4.868], [-1.794, -5.307, 3.509], [1.519, -6.708, 1.198], [1.629, -8.715, 2.518]], "atomic_forces_ev_per_a": [[0.03, 0.20, -0.11], [-0.01, -0.01, 0.02], [-0.01, -0.01, 0.00], [0.02, 0.00, 0.01], [-0.01, -0.01, 0.01], [0.01, 0.02, 0.00], [0.00, -0.01, 0.00], [0.01, 0.02, 0.01], [-0.02, 0.00, -0.02], [0.03, -0.01, -0.04], [0.01, -0.01, -0.01], [-0.01, -0.01, 0.00], [-0.02, 0.00, 0.03], [0.00, 0.01, -0.01], [0.00, 0.00, 0.00], [0.00, 0.00, 0.00], [0.00, 0.00, 0.00], [0.00, 0.00, -0.01], [0.00, 0.01, 0.00], [-0.01, -0.01, -0.01], [0.00, 0.00, 0.01], [-0.01, -0.02, 0.01], [0.00, 0.00, -0.01], [0.00, 0.00, -0.01], [0.00, 0.01, 0.00], [-0.01, 0.01, 0.01], [0.00, 0.00, -0.01], [-0.01, 0.01, 0.01], [0.00, 0.00, 0.00], [0.01, 0.08, -0.04], [0.04, -0.11, 0.06], [-0.08, 0.03, -0.06], [-0.07, 0.00, 0.05], [0.03, 0.05, -0.03], [0.07, -0.12, 0.02], [0.02, 0.01, 0.03], [0.00, -0.03, 0.03], [-0.01, 0.00, 0.00], [-0.01, -0.01, 0.00], [0.00, 0.01, 0.00], [-0.02, -0.02, 0.00], [0.01, 0.01, 0.00], [0.01, 0.02, -0.02], [0.01, -0.02, 0.01], [0.00, 0.03, -0.03], [0.01, -0.11, 0.08], [-0.01, -0.04, 0.02], [0.00, 0.04, -0.03], [-0.01, -0.02, 0.02], [0.00, 0.00, 0.00], [0.00, 0.01, 0.00], [0.00, 0.00, 0.00], [0.00, -0.01, 0.00], [0.00, 0.00, 0.00]], "lumo_energy_ev": 3.81, "charge": -2, "de_lowest_ev": 0.548, "homo_energy_ev": -1.85}

***

Molar mass (computed, g mol⁻¹): 1025.12; 579.03
Max |F| (computed, eV/Å): 3.22; 0.23